The following is a DFT calculation (ωB97M-V with the def2-TZVPD basis set) of 2 unconnected molecules or ions with the total composition C3H6OS2 at a distorted geometry.

Output
**F_max**: 5.20 eV/A
**Energy above the lowest of the compared OMol25 structures with the same formula, charge and spin**: 398.50 kJ/mol
**Energy**: -26922.3127 eV

```
12
Properties=species:S:1:pos:R:3:lowdin_charge:R:1
C -1.294 0.258 0.052 -0.64
C -0.037 -0.328 0.582 -0.79
C 1.640 -0.034 -0.627 0.05
O -0.607 0.771 1.154 -0.05
S -1.545 1.230 -1.548 0.71
S -0.119 -1.932 1.243 0.81
H -2.252 -0.371 0.115 0.11
H 1.200 -0.670 -1.414 0.03
H 2.405 -0.435 0.094 0.05
H 1.529 0.973 -0.984 0.01
H -1.754 2.313 -0.820 -0.15
H 0.834 -1.774 2.152 -0.13
```

=====

The following is a DFT calculation (ωB97M-V with the def2-TZVPD basis set) of a molecular structure, C24H25BiF5NO at a distorted geometry.

Output
**F_max**: 2.37 eV/A
**Energy**: -48255.0898 eV

```
57
Properties=species:S:1:pos:R:3:lowdin_charge:R:1
C 2.763 -0.089 3.364 -0.26
C 3.028 -0.723 2.132 -0.12
C 2.480 0.052 1.087 -0.11
H 3.617 -1.626 1.998 0.10
C 1.865 1.190 1.622 -0.16
C 2.089 1.197 3.074 -0.43
H 1.404 1.996 1.065 0.08
C -1.199 -2.064 3.005 -0.25
C -0.239 -2.961 2.410 -0.13
C -0.395 -2.922 1.020 -0.03
H 0.525 -3.523 2.952 0.10
C -1.494 -2.070 0.714 -0.19
C -1.957 -1.506 1.924 -0.12
H 2.565 -0.148 0.022 0.09
H 2.184 2.106 3.689 0.10
H 3.147 -0.370 4.343 0.09
H -2.718 -0.740 2.027 0.09
H 0.196 -3.458 0.272 0.11
H -1.448 -1.989 4.059 0.05
Bi 0.089 0.274 3.898 1.69
C -2.182 -1.914 -0.616 -0.49
C -3.585 -2.540 -0.517 -0.04
C -1.423 -2.673 -1.721 -0.05
H -3.490 -3.615 -0.306 0.09
H -4.120 -2.415 -1.471 0.09
H -4.179 -2.091 0.290 0.09
H -1.428 -3.750 -1.497 0.09
H -0.387 -2.320 -1.793 0.08
H -1.913 -2.509 -2.692 0.09
C -2.338 -0.402 -0.973 -0.04
C -1.070 0.235 -1.512 -0.45
H -2.610 0.168 -0.063 0.12
H -3.183 -0.261 -1.674 0.12
O 0.045 -0.122 -1.096 0.05
N -1.253 1.204 -2.455 0.07
C -0.220 2.212 -2.726 -0.13
H -2.208 1.513 -2.630 0.14
C 1.150 1.624 -2.892 -0.24
C 2.223 2.268 -2.276 -0.05
H 2.022 3.185 -1.712 0.11
C 3.511 1.734 -2.362 -0.09
H 4.332 2.235 -1.848 0.10
C 3.733 0.570 -3.110 -0.09
H 4.737 0.152 -3.185 0.10
C 2.656 -0.069 -3.737 -0.08
H 2.809 -0.998 -4.294 0.10
C 1.372 0.476 -3.662 -0.04
H 0.537 0.010 -4.193 0.12
H -0.208 2.920 -1.880 0.12
H -0.526 2.777 -3.621 0.13
F -2.452 1.406 2.297 -0.01
C -1.412 1.947 3.042 -0.51
F -2.024 2.492 4.158 -0.02
C -0.946 3.179 2.222 -0.53
F 0.219 3.762 2.634 0.12
F -0.794 2.838 0.904 0.10
F -1.897 4.147 2.288 0.13
```

=====

The following is a DFT calculation (ωB97M-V with the def2-TZVPD basis set) of 3 unconnected molecules or ions with the total composition C29H53ClN3O5 at a distorted geometry.

Output
**F_max**: 1.07 eV/A
**Charge**: +1
**Energy**: -58156.3540 eV

```
91
Properties=species:S:1:pos:R:3:lowdin_charge:R:1
C 8.538 -1.819 1.718 0.03
C 8.032 -2.969 0.898 -0.54
O 7.442 -3.879 1.380 0.16
O 8.294 -2.924 -0.447 -0.02
C 7.240 -2.228 -1.132 -0.20
C 7.501 -2.227 -2.614 -0.16
C 6.587 -1.276 -3.373 -0.19
C 6.795 0.216 -3.080 -0.19
C 5.592 1.078 -3.516 -0.16
C 4.773 1.671 -2.363 -0.11
C 4.025 0.594 -1.653 -0.18
C 2.751 0.159 -2.008 0.09
C 2.111 -0.878 -1.336 -0.16
C 0.747 -1.310 -1.779 -0.02
C -0.263 -1.340 -0.654 -0.50
O -0.142 -0.638 0.294 0.16
O -1.336 -2.133 -0.864 0.10
C -1.309 -3.422 -0.288 -0.47
C -1.389 -3.523 1.195 0.03
O -1.292 -4.352 -1.005 0.19
C 2.809 -1.500 -0.285 -0.55
Cl 2.210 -2.862 0.553 0.86
C 4.063 -1.038 0.077 -0.03
N 4.615 -0.015 -0.608 0.16
H 9.616 -1.865 1.831 0.10
H 8.301 -0.865 1.252 0.07
H 8.051 -1.874 2.681 0.09
H 7.203 -1.210 -0.740 0.09
H 6.315 -2.775 -0.936 0.13
H 8.548 -2.059 -2.843 0.13
H 7.282 -3.229 -2.977 0.13
H 6.781 -1.427 -4.430 0.12
H 5.535 -1.529 -3.217 0.11
H 7.637 0.549 -3.678 0.12
H 7.082 0.411 -2.048 0.09
H 4.922 0.437 -4.088 0.11
H 5.911 1.860 -4.193 0.12
H 4.068 2.409 -2.726 0.13
H 5.409 2.183 -1.642 0.13
H 2.246 0.651 -2.822 0.14
H 0.797 -2.248 -2.326 0.15
H 0.376 -0.537 -2.448 0.14
H -1.192 -2.591 1.712 0.06
H -0.659 -4.262 1.506 0.09
H -2.364 -3.903 1.475 0.11
H 4.612 -1.482 0.890 0.14
H 5.533 0.308 -0.328 0.17
C -3.474 -0.676 1.922 -0.08
C -3.740 0.333 3.029 -0.27
N -2.876 0.164 4.180 -0.20
C -3.323 0.898 5.352 -0.25
C -3.352 2.429 5.279 -0.08
C -1.453 0.207 3.908 -0.24
C -0.884 1.459 3.227 -0.08
H -3.511 -1.695 2.313 0.08
H -4.235 -0.582 1.146 0.07
H -2.503 -0.520 1.449 0.04
H -4.772 0.196 3.360 0.12
H -3.680 1.348 2.603 0.09
H -2.708 0.594 6.204 0.11
H -4.333 0.550 5.587 0.11
H -2.352 2.861 5.312 0.05
H -3.897 2.824 6.138 0.07
H -3.855 2.788 4.381 0.07
H -1.199 -0.658 3.285 0.09
H -0.921 0.037 4.847 0.12
H -1.480 1.766 2.366 0.07
H 0.126 1.251 2.863 0.06
H -0.811 2.302 3.913 0.05
C -6.825 1.017 -3.726 -0.09
C -5.913 1.649 -2.684 -0.28
N -6.604 2.578 -1.813 -0.20
C -5.712 3.412 -1.030 -0.25
C -4.808 2.724 0.000 -0.09
C -7.756 2.041 -1.109 -0.24
C -7.545 0.812 -0.215 -0.08
H -7.362 1.784 -4.285 0.08
H -6.233 0.433 -4.431 0.07
H -7.555 0.343 -3.277 0.07
H -5.132 2.206 -3.210 0.12
H -5.401 0.846 -2.127 0.10
H -6.306 4.178 -0.526 0.11
H -5.074 3.959 -1.732 0.11
H -5.369 2.388 0.872 0.05
H -4.057 3.432 0.359 0.07
H -4.277 1.870 -0.422 0.06
H -8.518 1.793 -1.852 0.10
H -8.199 2.845 -0.517 0.12
H -6.963 0.036 -0.715 0.06
H -8.513 0.376 0.040 0.07
H -7.050 1.062 0.722 0.05
```